The following is a quantum chemistry calculation of a 2-piece molecular cluster, C3N2O2 overall, from the OMol25 dataset.

Each line ends with the Löwdin charge.
Positions of all 7 atoms, in Å:
C -1.2494 0.8150 0.0593  -0.29
C 0.1075 -1.8073 -0.6197  0.00
C 1.1387 0.7509 0.0188  -0.26
N -2.3624 1.0711 0.1670  0.17
N -0.0078 0.3820 -0.1002  0.08
O 0.1264 -2.2642 0.4218  0.05
O 2.2471 1.0525 0.0531  0.24

Cartesian forces, eV/Å:
0.599 -0.233 -0.024
0.023 -1.993 0.640
-0.703 0.864 -0.132
-0.365 0.181 0.047
0.057 1.165 0.350
-0.019 0.299 -0.989
0.409 -0.283 0.109

Properties
* calculated total energy: -10184.254 eV
* highest occupied orbital energy: -11.45 eV
* HOMO-LUMO gap: 11.7869 eV
* charge: 0
* ΔE to the lowest compared entry with this formula, charge and spin: 108.4 kJ/mol


The following is a quantum chemistry calculation of a 2-piece molecular cluster, C9H20Cl2NO8P overall, from the OMol25 dataset.

Each line ends with the Löwdin charge.
Positions of all 41 atoms, in Å:
C -3.4374 1.5533 4.5863  -0.10
O -2.1224 1.8222 4.0507  -0.16
C -1.7885 0.9654 2.9658  -0.27
O -0.9704 -0.1725 3.4243  -0.16
P -0.2052 -0.9152 2.0887  0.66
O -0.2286 -2.4233 2.3759  -0.28
O 1.3753 -0.3098 2.0908  -0.21
C 2.1801 -0.7804 0.9779  -0.22
C 2.7222 0.5077 0.1853  -0.05
C 3.7782 0.1356 -0.9501  -0.38
O 4.1148 1.0283 -1.7496  0.07
O 4.3571 -1.1798 -1.0716  0.02
O -1.1204 -0.4687 0.7423  -0.23
C -1.1813 -1.5088 -0.2708  -0.16
C -1.2619 -0.7362 -1.6846  -0.30
O 0.0282 -0.1238 -1.9263  -0.08
C -2.4812 0.2775 -1.7781  -0.21
N -2.2613 1.5721 -1.0848  -0.02
H -3.3149 0.8567 5.4743  0.10
H -3.8435 2.5449 4.9910  0.10
H -4.1949 1.1973 3.8203  0.10
H -2.7135 0.5170 2.4605  0.14
H -1.2216 1.6136 2.2091  0.14
H 1.6758 -1.5408 0.3074  0.11
H 3.0873 -1.3031 1.4310  0.14
H 1.8397 1.1120 -0.1927  0.13
H 3.2981 1.1244 0.9618  0.15
H 5.1264 -1.1209 -0.4605  0.12
H -0.3378 -2.2636 -0.2295  0.12
H -2.1482 -2.1143 -0.1506  0.15
H -1.4046 -1.5040 -2.5251  0.16
H 0.6828 -0.7017 -1.4805  0.07
H -3.3993 -0.2209 -1.3338  0.12
H -2.6386 0.5014 -2.8858  0.12
H -2.8701 2.3055 -1.4543  0.07
H -1.2774 1.8506 -1.0678  0.06
Cl 2.9577 -2.0042 -4.7868  0.51
C 2.4077 -0.3669 -4.4325  -1.04
Cl 2.1726 0.5653 -5.9162  0.51
H 1.4630 -0.4206 -3.8946  0.00
H 3.1558 0.1288 -3.8167  0.00

Cartesian forces, eV/Å:
-0.396 0.765 1.247
-0.700 -1.429 -1.395
-0.501 1.017 -0.382
1.175 0.355 -3.584
-0.879 -2.903 3.129
0.376 3.777 -1.520
-2.880 -0.657 -1.178
1.780 0.334 -0.380
0.210 -1.433 0.857
0.495 2.707 -2.152
-1.084 -3.167 2.514
-0.637 2.266 1.376
2.384 -1.108 1.941
-1.550 -0.221 -1.819
-0.087 -1.270 0.527
-0.352 -0.207 0.542
0.584 0.449 -0.641
0.023 -0.587 0.249
-0.477 0.560 -1.208
0.684 -1.338 -0.556
1.137 0.145 0.815
1.186 0.802 0.765
-0.627 -1.035 1.102
0.357 0.923 0.838
-1.324 0.522 -0.560
1.361 -0.660 0.080
-0.840 -0.703 -1.201
-0.419 -0.444 -0.570
-0.787 1.053 0.012
1.341 0.906 0.048
-0.098 0.776 1.332
-0.526 0.547 -0.494
1.088 0.397 -0.703
-0.010 -0.709 1.228
0.602 -0.392 0.075
-0.603 -0.081 -0.312
0.034 -0.189 0.071
-0.046 0.196 0.272
-0.043 0.084 0.042
0.057 0.008 -0.191
-0.009 -0.055 -0.215

Properties
* calculated total energy: -61860.343 eV
* highest occupied orbital energy: -9.44 eV
* HOMO-LUMO gap: 9.5118 eV
* SMILES: COCO[P@](=O)(OCCC(=O)O)OC[C@H](O)CN.ClCCl
* charge: 0


The following is a quantum chemistry calculation of C31H36GeN2OReSTe as an isolated structure, from the OMol25 dataset.

Each line ends with the Löwdin spin population.
Positions of all 74 atoms, in Å:
Re -0.1701 1.2783 1.4290  2.47
N 3.5423 1.9448 1.1794  0.01
C 2.6330 2.7552 1.7415  0.04
S 1.7756 2.2680 3.1245  0.12
N 2.4312 3.9689 1.2157  0.01
C 2.9852 4.4738 0.0162  0.00
C 2.1306 5.0588 -0.9117  0.00
C 2.6487 5.5927 -2.0801  0.00
C 4.0126 5.5359 -2.3325  0.00
C 4.8601 4.9604 -1.3965  0.00
C 4.3540 4.4399 -0.2146  0.00
H 3.5229 0.9923 1.5071  0.00
H 3.8363 2.1057 0.2268  0.00
H 1.5814 4.4031 1.5480  0.00
H 1.0666 5.0747 -0.7108  0.00
H 1.9816 6.0475 -2.8008  0.00
H 4.4137 5.9457 -3.2495  0.00
H 5.9268 4.9309 -1.5756  0.00
H 5.0209 4.0350 0.5371  0.00
C -1.8537 3.9583 0.6381  0.02
O -0.5069 3.4695 0.6731  0.05
C -0.2225 2.2886 -0.1539  -0.01
C -0.6088 2.4415 -1.5807  0.00
H -2.5583 3.1415 0.4692  0.01
H -1.9610 4.7124 -0.1458  0.00
H -2.0580 4.4100 1.6077  0.00
H -0.3584 3.4361 -1.9598  0.00
H -1.6831 2.2800 -1.7259  0.00
H -0.0857 1.6972 -2.1830  0.00
C -5.0392 -1.1939 0.1378  0.01
Te -3.5413 0.2696 -0.2320  0.06
C -4.9248 1.5725 -1.1887  0.01
H -5.8179 -0.7624 0.7615  0.00
H -4.5747 -2.0362 0.6516  0.00
H -5.4505 -1.5258 -0.8125  0.00
H -5.3995 1.0446 -2.0119  0.00
H -4.3841 2.4331 -1.5784  0.00
H -5.6680 1.9051 -0.4687  0.00
C 0.0922 -0.5531 1.8096  0.10
Ge -0.0494 -2.1571 0.7946  0.03
C 0.1366 -1.7281 -1.1026  0.00
C -0.9225 -1.8274 -2.0003  0.00
C -0.7793 -1.4332 -3.3250  0.00
C 0.4331 -0.9330 -3.7740  0.00
C 1.5030 -0.8274 -2.8933  0.00
C 1.3500 -1.2208 -1.5721  0.00
C 1.3807 -3.3944 1.2935  0.00
C 2.1405 -4.0803 0.3482  0.00
C 3.1288 -4.9763 0.7390  0.00
C 3.3696 -5.1985 2.0861  0.00
C 2.6211 -4.5231 3.0409  0.00
C 1.6375 -3.6290 2.6450  0.00
C -1.7344 -3.0921 1.1274  0.00
C -2.1963 -4.1001 0.2800  0.00
C -3.3452 -4.8172 0.5819  0.00
C -4.0438 -4.5484 1.7524  0.00
C -3.5931 -3.5563 2.6103  0.00
C -2.4521 -2.8287 2.2926  0.00
H 0.6269 -0.4915 2.7914  0.03
H -1.8840 -2.1971 -1.6631  0.00
H -1.6194 -1.5105 -4.0043  0.00
H 0.5470 -0.6263 -4.8065  0.00
H 2.4537 -0.4390 -3.2381  0.00
H 2.1900 -1.1260 -0.8913  0.00
H 1.9613 -3.9162 -0.7091  0.00
H 3.7096 -5.5019 -0.0090  0.00
H 4.1384 -5.8966 2.3928  0.00
H 2.8058 -4.6941 4.0943  0.00
H 1.0622 -3.1050 3.4017  0.00
H -1.6448 -4.3422 -0.6248  0.00
H -3.6920 -5.5930 -0.0895  0.00
H -4.9372 -5.1110 1.9930  0.00
H -4.1349 -3.3425 3.5236  0.00
H -2.1164 -2.0356 2.9535  0.00

Cartesian forces, eV/Å:
0.250 -0.104 0.444
-0.084 -0.058 0.044
0.192 -0.265 -0.094
-0.243 0.019 0.105
-0.123 0.135 0.084
-0.082 0.062 -0.054
0.019 -0.029 -0.039
-0.013 -0.002 0.002
0.022 -0.020 0.031
0.004 0.028 -0.056
0.104 0.027 0.005
0.007 -0.002 -0.005
-0.001 0.002 0.049
0.011 0.012 -0.010
0.007 -0.003 0.013
0.003 -0.004 -0.001
0.003 0.001 0.001
0.000 0.003 -0.004
-0.028 0.026 -0.039
0.019 0.029 -0.072
0.103 0.080 -0.081
-0.549 0.283 -0.063
0.226 -0.170 -0.154
0.000 0.002 0.034
-0.010 -0.029 -0.017
0.010 0.015 -0.011
0.040 -0.008 -0.005
0.000 0.040 -0.012
-0.059 -0.024 -0.004
0.000 -0.099 0.021
0.144 -0.100 0.161
-0.051 0.077 -0.041
-0.015 -0.039 0.015
-0.043 0.103 -0.059
-0.025 -0.017 0.010
-0.026 0.036 -0.016
-0.009 0.012 -0.005
-0.031 0.024 -0.040
0.332 0.542 0.395
0.054 -0.019 0.047
-0.045 0.036 -0.085
-0.018 -0.033 -0.003
0.005 0.013 -0.037
0.004 0.002 -0.018
-0.011 -0.013 0.007
0.028 0.017 0.032
0.089 -0.080 -0.008
-0.022 -0.006 -0.004
-0.002 0.008 -0.008
0.017 -0.014 0.004
0.003 0.003 0.022
0.011 0.014 -0.026
-0.084 -0.020 -0.027
0.056 -0.054 -0.038
-0.028 -0.011 0.018
0.002 -0.023 -0.017
0.007 0.025 0.020
-0.012 0.072 0.017
-0.145 -0.522 -0.460
0.039 0.014 -0.028
0.000 0.000 0.004
-0.002 0.000 0.003
0.000 0.001 0.002
-0.004 0.003 0.011
0.000 -0.003 0.003
-0.004 0.004 -0.004
-0.002 0.001 0.001
-0.003 0.001 -0.001
0.001 -0.003 0.000
-0.042 0.013 0.051
0.003 0.000 -0.003
0.004 -0.003 -0.001
0.005 0.005 -0.002
-0.007 -0.013 -0.003

Properties
* calculated total energy: -114527.923 eV
* highest occupied orbital energy (alpha / beta): -6.21 / -7.31 eV
* HOMO-LUMO gap (alpha / beta): 6.5968 / 7.1116 eV
* <S²>: 3.802
* 2S+1: 4
* charge: 0
* ΔE to the lowest compared entry with this formula, charge and spin: 59.3 kJ/mol


The following is a quantum chemistry calculation of a 9-piece molecular cluster, C4H27N3O8 overall, from the OMol25 dataset.

Each line ends with the Löwdin charge.
Positions of all 42 atoms, in Å:
H -3.8284 2.4011 -1.7540  0.02
N -3.9247 1.6388 -1.0949  0.08
C -2.8423 1.1259 -0.7005  -0.34
N -1.5458 1.5067 -0.9577  -0.02
C -1.1981 2.6845 -1.7148  -0.23
C 0.3259 3.0218 -1.6191  -0.17
C 0.7719 3.0691 -0.1647  -0.32
N 1.6760 2.0638 0.2283  0.02
H -2.7837 0.3961 0.1158  0.12
H -0.7350 0.9669 -0.6839  0.07
H -1.6878 3.5890 -1.3410  0.12
H -1.4190 2.5677 -2.7891  0.11
H 0.9283 2.3021 -2.1911  0.11
H 0.3885 3.9394 -2.1960  0.10
H 1.2546 4.0490 0.0332  0.12
H -0.1043 3.3526 0.4797  0.12
H 1.4426 1.1226 -0.0514  0.05
H 2.6286 2.3151 0.4000  0.06
O 1.3598 0.1938 2.6846  -0.05
H 0.7611 0.6579 2.0649  0.07
H 1.1058 0.2397 3.6057  0.08
O 0.5170 -3.7232 -1.4744  -0.05
H 1.2134 -4.3694 -1.5748  0.05
H 0.9087 -2.9404 -1.8887  0.02
O -1.0949 -2.8497 2.3659  -0.09
H -1.4568 -2.9559 1.4647  -0.01
H -0.1910 -3.1732 2.2314  0.00
O 4.1294 1.1210 2.3116  -0.06
H 4.3243 1.2577 1.3783  0.03
H 3.2507 0.7801 2.4248  -0.03
O 0.1569 -1.2941 -2.8678  -0.05
H -0.5790 -0.9311 -3.3747  0.05
H -0.2957 -1.0706 -2.0422  0.00
O 0.2872 -0.6506 0.1545  -0.07
H 0.7405 -1.1016 0.8808  0.00
H -0.3969 -1.3257 0.1020  0.01
O -1.9012 -2.8124 -0.3637  -0.04
H -1.3393 -3.5097 -0.7062  0.02
H -2.7925 -3.0690 -0.6025  0.07
O 1.5172 -2.3207 1.9924  -0.08
H 2.4416 -2.5877 1.8880  0.08
H 1.5820 -1.5213 2.5750  0.04

Cartesian forces, eV/Å:
0.298 0.055 -0.190
-0.713 -0.230 0.074
1.691 0.198 1.161
0.346 0.722 -0.824
1.052 0.137 -0.760
-1.407 -0.863 -0.589
0.020 3.430 0.079
-0.621 -0.974 0.972
-0.741 -0.402 -0.443
-0.675 -0.352 0.462
-0.467 -0.255 0.044
-0.288 0.130 0.242
-0.153 -0.067 0.295
0.389 0.442 0.313
0.479 -0.433 -0.519
0.166 -1.497 -0.134
0.517 0.088 -0.060
-0.022 -0.132 -0.164
0.515 0.032 -0.227
0.188 -0.018 0.740
-0.617 0.533 0.042
0.282 0.150 0.001
0.094 -0.516 0.140
-0.500 0.156 -0.105
-0.003 -0.351 -0.650
-0.242 0.185 0.500
-0.058 0.226 0.391
1.323 0.413 0.099
-0.316 -0.239 0.210
-0.962 -0.181 -0.338
-1.122 0.730 0.327
0.334 -0.237 -1.236
0.860 -0.301 0.865
-0.315 -0.283 0.055
0.934 0.050 0.194
-0.894 0.014 -0.532
-0.135 0.282 0.120
0.602 -0.253 -0.372
-0.301 0.098 0.003
1.010 0.165 0.566
-0.250 -0.099 -0.143
-0.299 -0.552 -0.608

Properties
* calculated total energy: -25436.157 eV
* highest occupied orbital energy: -8.84 eV
* HOMO-LUMO gap: 9.0320 eV
* SMILES: [H]/N=C\NCCCN.O.O.O.O.O.O.O.O
* charge: 0
* ΔE to the lowest compared entry with this formula, charge and spin: 189.0 kJ/mol


The following is a quantum chemistry calculation of a 2-piece molecular cluster, C4H9N overall, from the OMol25 dataset.

Each line ends with the Löwdin charge.
Positions of all 14 atoms, in Å:
C 1.1811 -1.4230 0.0672  0.00
C 1.2509 -0.1664 -0.4380  -0.24
C 1.4488 1.0918 0.3300  -0.12
H 1.1847 -2.2682 -0.5289  0.02
H 0.9699 -1.6456 1.0324  0.02
H 1.2887 0.0544 -1.4515  0.06
H 0.4860 1.2356 0.7759  0.04
H 1.6451 2.0016 -0.2389  0.07
H 2.3211 0.8088 0.9913  0.10
C -2.6080 0.2932 -0.3803  -0.11
N -1.8490 0.0435 0.5925  0.03
H -2.9674 1.2581 -0.3484  0.03
H -2.8140 -0.3712 -1.1415  0.04
H -1.5380 -0.9128 0.7382  0.03

Cartesian forces, eV/Å:
-0.013 3.279 -2.536
0.632 -1.483 1.068
0.730 -0.916 0.930
-0.124 -1.357 -1.557
-0.035 -0.168 3.229
0.114 -0.612 -2.146
-0.259 0.479 1.324
0.278 -0.414 -0.265
-1.242 1.148 -0.045
1.730 -0.568 1.960
-0.083 0.036 1.254
-1.033 2.143 -0.725
-0.831 -1.460 -1.697
0.134 -0.108 -0.792

Properties
* calculated total energy: -5781.409 eV
* highest occupied orbital energy: -9.22 eV
* HOMO-LUMO gap: 10.3740 eV
* SMILES: C=CC.C=N
* charge: 0
* ΔE to the lowest compared entry with this formula, charge and spin: 231.8 kJ/mol


The following is a quantum chemistry calculation of a 2-piece molecular cluster, C7H6N3O2 overall, from the OMol25 dataset.

Each line ends with the Löwdin charge.
Positions of all 18 atoms, in Å:
N 0.5865 2.4312 -2.7100  0.16
C 0.0907 1.3909 -2.5567  -0.23
C -0.4940 0.1448 -2.3882  -0.09
C 0.1489 -0.9979 -2.6182  -0.11
C -0.4244 -2.2563 -2.5207  -0.23
N -0.8940 -3.3173 -2.4521  0.15
H -1.5279 0.1245 -2.0740  0.13
H 1.1834 -0.9677 -2.9259  0.12
C 0.9428 0.4282 1.4801  -0.33
C 0.4976 0.0447 2.8899  -0.20
O -0.9007 0.1970 2.9036  -0.03
C -1.2673 0.6049 1.6435  -0.69
O -2.4174 0.8228 1.2977  -0.04
N -0.2172 0.7387 0.7959  0.01
H 1.6048 1.3059 1.4736  0.09
H 1.4541 -0.3953 0.9623  0.08
H 0.7201 -1.0034 3.1352  0.10
H 0.9140 0.7044 3.6640  0.10

Cartesian forces, eV/Å:
-0.710 -1.441 0.049
1.607 2.951 -0.180
-1.227 -1.557 0.511
1.119 1.494 -0.420
-1.486 -2.724 0.391
0.642 1.278 -0.155
-0.057 0.114 0.195
0.155 -0.041 0.002
1.368 -0.074 0.046
0.472 -0.325 0.811
-0.581 -0.056 0.612
1.306 0.811 -3.564
-1.292 -0.220 1.146
-2.558 0.125 0.034
0.497 -0.162 0.250
0.522 -0.135 0.253
0.139 0.181 0.076
0.086 -0.219 -0.058

Properties
* calculated total energy: -15921.020 eV
* highest occupied orbital energy: -3.20 eV
* HOMO-LUMO gap: 5.3599 eV
* charge: -1
* ΔE to the lowest compared entry with this formula, charge and spin: 61.4 kJ/mol


The following is a quantum chemistry calculation of a single C5H10O molecule, from the OMol25 dataset.

Each line ends with the Löwdin charge.
Positions of all 16 atoms, in Å:
C 1.6462 0.0305 -0.9030  -0.12
C 1.1364 -0.0774 0.5419  -0.29
C -0.0470 -1.0511 0.7079  -0.15
C -1.2503 -0.4535 -0.0272  -0.48
C -1.7226 1.0610 0.1313  -0.06
O -1.9935 -1.1162 -0.7367  0.03
H 2.2523 -0.9624 -1.1186  0.11
H 0.7962 0.0920 -1.6365  0.07
H 2.3382 0.8671 -1.1839  0.07
H 1.9272 -0.3441 1.2854  0.11
H 0.7389 0.9437 0.8528  0.10
H 0.1473 -2.0793 0.2104  0.15
H -0.3729 -1.1608 1.7375  0.11
H -1.2764 1.6763 1.0686  0.09
H -1.4161 1.6478 -1.0035  0.15
H -2.9038 0.9264 0.0735  0.10

Cartesian forces, eV/Å:
1.022 -1.911 -1.061
-0.128 1.375 1.055
0.005 -0.396 -2.133
-1.798 0.428 -0.566
0.131 0.948 -1.645
1.184 0.229 0.681
-1.276 1.901 0.082
0.708 -0.220 0.684
-0.622 -0.594 0.825
-0.381 0.265 -0.799
0.658 -1.146 -0.192
-0.292 1.594 1.026
0.249 -0.129 0.271
-1.316 -1.443 -2.359
-0.776 -1.669 3.656
2.632 0.768 0.474

Properties
* calculated total energy: -7393.137 eV
* highest occupied orbital energy: -9.51 eV
* HOMO-LUMO gap: 10.4436 eV
* SMILES: CCCC(C)=O
* charge: 0
* ΔE to the lowest compared entry with this formula, charge and spin: 157.1 kJ/mol


The following is a quantum chemistry calculation of a single C5H8O molecule, from the OMol25 dataset.

Each line ends with the Löwdin charge.
Positions of all 14 atoms, in Å:
C -0.7420 0.9407 0.7643  -0.17
O -1.5077 0.3370 -0.2869  -0.13
C -0.9878 -0.9784 -0.4772  -0.18
C 0.5215 -0.7706 -0.3480  -0.20
C 1.2647 0.4971 -0.7308  -0.07
C 0.6650 0.3734 0.6344  -0.22
H -0.7915 2.0350 0.6585  0.13
H -1.1820 0.6654 1.7324  0.12
H -1.4935 -1.5266 -1.2553  0.11
H -1.3110 -1.8094 0.2485  0.13
H 1.0829 -1.6875 -0.2478  0.13
H 0.8432 1.2161 -1.4297  0.11
H 2.3524 0.4126 -0.7875  0.10
H 1.2858 0.2953 1.5251  0.14

Cartesian forces, eV/Å:
-0.008 -0.114 0.092
-0.274 -0.569 0.229
0.050 -0.589 0.981
-0.203 -0.572 0.136
-0.151 -0.130 -0.243
-0.111 -0.139 0.075
-0.062 -0.372 -0.136
0.118 0.027 -0.031
0.389 0.975 -1.742
0.591 1.623 0.646
0.272 0.071 0.170
-0.098 -0.170 0.122
-0.390 -0.114 -0.052
-0.122 0.071 -0.247

Properties
* calculated total energy: -7360.378 eV
* highest occupied orbital energy: -9.63 eV
* HOMO-LUMO gap: 10.7573 eV
* SMILES: C1OC[C@H]2C[C@@H]12
* charge: 0
* ΔE to the lowest compared entry with this formula, charge and spin: 181.2 kJ/mol